{"formula": "C18H29FN3O4", "method": "ωB97M-V/def2-TZVPD", "symbols": ["C", "C", "C", "C", "C", "C", "C", "N", "F", "N", "C", "O", "C", "N", "C", "C", "O", "C", "C", "O", "C", "C", "H", "H", "H", "H", "H", "H", "H", "H", "H", "H", "H", "H", "H", "H", "H", "H", "H", "H", "H", "H", "H", "H", "H", "C", "C", "O", "C", "H", "H", "H", "H", "H", "H"], "xyz": [[-2.58944, -5.02842, -0.02635], [-1.11204, -5.77041, -0.00660], [-0.00049, -4.79844, -0.71883], [0.51051, -3.54440, 0.26157], [1.35572, -4.14673, 1.56136], [1.46928, -2.60076, -0.73177], [3.14019, -2.67912, -0.69977], [3.88910, -1.79969, -1.67003], [5.26695, -1.91408, -1.57658], [3.44933, -0.92232, -2.61298], [1.97884, -0.71819, -2.73216], [1.48769, 0.26936, -3.74722], [2.23753, 1.53527, -3.45236], [2.91452, 2.55525, -2.96813], [0.81849, -1.51861, -1.83000], [-0.80167, -1.26293, -1.98567], [-1.29111, -0.89105, -0.62923], [-1.85071, 0.46904, -0.61338], [-1.80976, 1.22364, 0.84148], [-0.60843, 0.96196, 1.64888], [0.63499, 1.25052, 0.91842], [0.64651, 2.66478, 0.08989], [-3.02047, -5.10096, -1.13347], [-3.27815, -5.62947, 0.73534], [-2.44686, -3.89912, 0.27818], [-1.23056, -6.72494, -0.71357], [-0.77769, -6.13944, 1.05864], [-0.40450, -4.26467, -1.70571], [0.98498, -5.37869, -1.00569], [-0.38000, -2.93426, 0.71535], [0.54500, -4.50919, 2.35832], [1.94349, -5.10504, 1.21267], [2.08005, -3.35519, 2.03031], [3.70036, -3.40083, 0.06204], [-0.94167, -0.41676, -2.78584], [-1.38837, -2.20678, -2.37115], [-1.36832, 1.20770, -1.39545], [-2.99730, 0.36970, -0.90904], [-2.72783, 0.78597, 1.46672], [-2.05331, 2.38784, 0.73828], [0.91150, 0.31817, 0.26769], [1.49523, 1.33780, 1.74120], [-0.13936, 3.45147, 0.45451], [1.72335, 3.15775, 0.17576], [0.50387, 2.44422, -1.07474], [-1.03191, 6.86567, 3.33539], [-0.67483, 6.56303, 1.90481], [0.07332, 5.63016, 1.61701], [-1.26844, 7.44588, 0.83979], [-0.53154, 6.14783, 3.99405], [-0.69707, 7.87261, 3.59688], [-2.11199, 6.77519, 3.47594], [-0.94421, 8.47862, 0.99006], [-2.35904, 7.38127, 0.86904], [-0.92371, 7.10981, -0.14382]], "lowdin_charge": [-0.13, -0.24, -0.18, -0.28, -0.10, 0.05, 0.18, -0.11, 0.08, 0.20, -0.06, -0.04, -0.12, 0.17, 0.10, -0.12, -0.20, -0.17, -0.17, -0.20, -0.23, -0.10, 0.09, 0.10, 0.07, 0.13, 0.11, 0.11, 0.12, 0.14, 0.11, 0.09, 0.09, 0.16, 0.14, 0.15, 0.12, 0.15, 0.15, 0.14, 0.09, 0.14, 0.07, 0.10, 0.06, -0.02, -0.49, 0.03, -0.02, 0.09, 0.09, 0.09, 0.09, 0.09, 0.08], "largest_force_ev_per_a": 12.3, "e_lumo_ev": -5.73, "orbital_gap_ev": 5.67, "total_charge": 1}

***

{"formula": "C18H29FN7O5S3", "method": "ωB97M-V/def2-TZVPD", "symbols": ["C", "C", "C", "C", "C", "C", "O", "N", "S", "C", "N", "C", "N", "C", "O", "N", "S", "O", "O", "F", "N", "C", "C", "C", "C", "C", "C", "C", "S", "C", "N", "N", "C", "O", "H", "H", "H", "H", "H", "H", "H", "H", "H", "H", "H", "H", "H", "H", "H", "H", "H", "H", "H", "H", "H", "H", "H", "H", "H", "H", "H", "H", "H"], "xyz": [[6.55065, -2.51446, 0.97228], [5.76780, -1.08709, 0.71955], [5.79987, -0.84495, -0.87728], [4.28385, -1.27738, 1.34684], [4.49641, -1.28122, 2.98165], [3.25994, -0.06457, 1.03674], [1.92791, -0.52263, 0.53687], [1.83866, -0.00238, -0.70721], [2.50189, -0.93001, -2.06325], [1.27745, 1.18691, -1.02612], [1.32910, 1.58242, -2.44561], [0.68565, 2.90403, -2.35913], [0.55737, 3.69027, -3.59617], [0.70040, 2.85702, -4.63948], [0.73924, 2.06641, -5.62191], [0.29040, 3.17190, -0.97624], [-0.48488, 4.66891, -0.52744], [-0.69288, 5.61013, -1.68207], [0.38941, 5.37876, 0.50262], [-1.95024, 4.33352, 0.22318], [0.62396, 2.12441, -0.11273], [0.34915, 2.04975, 1.36539], [-0.75196, 0.83545, 1.54875], [-2.23140, 1.36352, 1.91918], [-3.23554, 0.05735, 1.92555], [-4.49325, 0.21066, 0.92313], [-4.89057, -1.19250, 0.16047], [-3.89336, -1.52918, -1.06365], [-4.65954, -2.44042, -2.49363], [-6.43726, -2.83205, -2.18751], [-7.07986, -4.11780, -1.83616], [-8.42795, -3.82293, -1.77768], [-8.67044, -2.42008, -2.06880], [-7.40007, -1.77217, -2.33482], [7.11692, -2.53211, 1.97346], [5.73738, -3.34669, 0.93353], [7.26863, -2.74473, 0.08215], [6.32777, -0.22490, 1.23682], [5.27677, -1.73004, -1.41430], [5.37949, 0.17289, -1.22041], [6.91243, -0.88454, -1.21361], [3.78168, -2.28233, 1.03084], [3.54756, -0.98425, 3.55806], [5.30366, -0.45774, 3.17208], [4.95555, -2.29041, 3.30515], [3.78641, 0.63448, 0.26852], [3.09539, 0.60070, 1.98307], [1.46720, -1.23923, -2.94577], [1.29577, 1.75844, 1.98350], [-0.14042, 3.02081, 1.78905], [-0.85016, 0.29210, 0.51796], [-0.43958, 0.06547, 2.34224], [-2.27785, 1.87978, 2.95508], [-2.69176, 2.08776, 1.13929], [-3.62077, -0.15357, 3.00842], [-2.63876, -0.87512, 1.59521], [-4.31034, 1.00355, 0.09080], [-5.45930, 0.50887, 1.50721], [-4.79854, -2.06519, 0.92341], [-5.99853, -1.08241, -0.12310], [-3.41815, -0.54984, -1.44204], [-3.02276, -2.19972, -0.66984], [-9.65560, -1.82160, -2.13209]], "lowdin_charge": [-0.09, -0.36, -0.13, -0.29, -0.08, -0.12, -0.12, -0.44, 0.90, -0.21, 0.14, -0.15, 0.17, -0.06, 0.18, -0.10, 0.87, -0.23, -0.27, -0.18, 0.00, -0.07, -0.17, -0.20, -0.20, -0.20, -0.24, -0.50, 0.87, -0.53, 0.02, -0.03, -0.05, -0.09, 0.09, 0.09, 0.09, 0.14, 0.07, 0.07, 0.09, 0.15, 0.08, 0.10, 0.09, 0.13, 0.13, -0.08, 0.13, 0.14, 0.12, 0.13, 0.12, 0.09, 0.13, 0.10, 0.11, 0.12, 0.13, 0.10, 0.07, 0.08, 0.15], "largest_force_ev_per_a": 9.9, "e_lumo_ev": -4.89, "orbital_gap_ev": 6.16, "total_charge": 1}

***

{"formula": "C18H29LaN2", "method": "ωB97M-V/def2-TZVPD", "symbols": ["C", "H", "H", "H", "C", "H", "H", "C", "H", "H", "H", "C", "C", "C", "C", "C", "C", "C", "C", "C", "C", "La", "H", "H", "H", "H", "H", "H", "H", "H", "H", "H", "H", "H", "H", "H", "H", "N", "C", "C", "C", "C", "C", "N", "H", "H", "H", "H", "H", "H"], "xyz": [[1.65614, 2.13480, -0.91378], [2.52891, 2.78748, -0.64171], [1.96652, 1.45434, -1.74633], [1.75314, 1.21243, 0.72835], [0.41090, 3.01197, -1.17521], [-0.43151, 2.46042, -1.67189], [0.01040, 3.36847, -0.19890], [0.71126, 4.22613, -2.06959], [-0.17282, 4.85474, -2.14243], [1.53289, 4.80963, -1.66057], [0.97577, 3.87633, -3.06587], [-0.81923, -1.94723, -0.26161], [-1.48152, -1.17323, -1.25966], [-0.51557, -0.81570, -2.25885], [0.74104, -1.37015, -1.86695], [0.54717, -2.07431, -0.63781], [1.56255, -2.90206, 0.06698], [2.00743, -1.29103, -2.64266], [-0.76427, -0.01943, -3.49066], [-2.92267, -0.80950, -1.24637], [-1.45977, -2.56344, 0.92789], [0.19465, 0.70166, -0.11226], [2.86856, -1.61161, -2.04283], [1.96673, -1.94612, -3.52794], [2.21682, -0.27547, -3.01188], [2.58619, -2.57469, -0.16348], [1.43896, -2.86831, 1.15976], [1.49279, -3.96423, -0.22796], [-2.27515, -1.94171, 1.31577], [-1.88819, -3.55011, 0.69332], [-0.74341, -2.70873, 1.74409], [-3.13301, 0.05163, -1.89400], [-3.55348, -1.64324, -1.59740], [-3.26775, -0.55391, -0.23237], [0.00990, 0.74652, -3.66094], [-0.76599, -0.66791, -4.38134], [-1.73628, 0.48982, -3.45977], [1.77965, -0.71047, 3.08722], [0.61267, -0.08274, 3.33066], [0.07877, -0.00628, 4.64110], [-1.19127, 0.57162, 4.79835], [-1.89008, 1.00870, 3.67753], [-1.30460, 0.92622, 2.42061], [-0.02592, 0.46778, 2.27051], [2.08849, -0.85718, 2.09140], [2.28467, -1.15888, 3.79977], [0.66672, -0.40309, 5.45067], [-1.61915, 0.66418, 5.79538], [-2.89830, 1.42398, 3.76528], [-1.82975, 1.24192, 1.49837]], "lowdin_charge": [-0.28, 0.11, 0.08, 0.08, -0.39, 0.09, 0.12, -0.04, 0.10, 0.10, 0.10, -0.28, -0.32, -0.30, -0.31, -0.28, -0.02, -0.02, -0.02, -0.02, -0.01, 1.91, 0.09, 0.12, 0.07, 0.09, 0.07, 0.12, 0.08, 0.12, 0.08, 0.08, 0.12, 0.08, 0.08, 0.12, 0.09, 0.17, -0.36, 0.04, 0.00, -0.05, -0.17, -0.13, 0.11, 0.11, 0.13, 0.13, 0.13, 0.09], "relative_energy_ev": 6.039, "largest_force_ev_per_a": 10.0, "e_lumo_ev": [-9.62, -9.60], "orbital_gap_ev": [4.78, 4.71], "total_charge": 2}